a | An isolated ion of composition C3H7N2Si and charge +1. Source: OMol25; level of theory: ωB97M-V with the def2-TZVPD basis set.

```
13
C3H7N2Si (ωB97M-V with the def2-TZVPD basis set)
C -1.7982 0.7467 0.0515
C -0.4760 1.0545 -0.0405
C -0.6282 -1.0999 -0.0558
N -1.8694 -0.6147 0.0371
N 0.2336 -0.1061 -0.1109
Si 2.4337 -0.0168 0.0061
H -2.6613 1.3749 0.1268
H -0.0010 2.0120 -0.0639
H -0.3822 -2.1414 -0.0888
H -2.7201 -1.1558 0.1005
H 2.5913 -0.9986 1.0664
H 2.5866 1.3898 0.3306
H 2.6911 -0.4447 -1.3591
```

The net charge is +1. For the orbital gap, the calculation gives 10.0 eV. Its structure (SMILES) is [SiH3][n+]1cc[nH]c1.

Atomic partial charges in e from the natural (NBO) method, atoms 1 to 6: number 1, C, carries -0.054; number 2, C, carries -0.075; number 3, C, carries 0.223; number 4, N, carries -0.464; number 5, N, carries -0.535; number 6, Si, carries 1.091

---

b | An isolated ion of composition C3H7N2Si and charge +1. Source: OMol25; level of theory: ωB97M-V with the def2-TZVPD basis set.

```
13
C3H7N2Si (ωB97M-V with the def2-TZVPD basis set)
C 2.0956 -0.5441 0.5242
C 0.8159 -0.7122 0.9431
C 0.8472 0.6240 -0.8060
N 2.0702 0.4405 -0.4719
N 0.0349 -0.0574 0.0086
Si -2.2203 0.1635 0.0630
H 3.0270 -0.7452 1.0695
H 0.4081 -1.1620 1.8629
H 0.6055 1.3002 -1.6246
H 2.9350 0.7450 -0.9723
H -2.2010 -1.2327 0.2627
H -1.9548 0.7160 -1.2797
H -2.7520 0.6953 1.3529
```

The net charge is +1. For the orbital gap, the calculation gives 9.5 eV. Its structure (SMILES) is [SiH3][n+]1cc[nH]c1.

Atomic partial charges in e from the natural (NBO) method, atoms 1 to 6: number 1, C, carries -0.080; number 2, C, carries -0.059; number 3, C, carries 0.230; number 4, N, carries -0.472; number 5, N, carries -0.555; number 6, Si, carries 1.090

---

c | A 2-piece molecular cluster, C3H7N2Si overall. Source: OMol25; level of theory: ωB97M-V with the def2-TZVPD basis set.

```
13
C3H7N2Si (ωB97M-V with the def2-TZVPD basis set)
C -2.7143 -0.9231 -0.6795
C -1.3998 -0.8686 -0.1980
C -2.4006 0.9010 0.4712
N -3.3493 0.1776 -0.2228
N -1.2730 0.2650 0.4863
Si 3.8941 0.1343 -0.0250
H -3.1599 -1.7591 -1.2479
H -0.6485 -1.4463 -0.5766
H -2.5503 1.7006 1.0589
H -4.2460 0.3680 -0.3916
H 4.8489 -1.0604 0.2232
H 2.9354 -0.2900 -1.1080
H 3.7908 1.6166 0.3948
```

The net charge is +1. For the orbital gap, the calculation gives 3.2 eV.

Atomic partial charges in e from the natural (NBO) method, atoms 1 to 6: number 1, C, carries -0.081; number 2, C, carries -0.121; number 3, C, carries 0.147; number 4, N, carries -0.490; number 5, N, carries -0.474; number 6, Si, carries 1.249

---

Which of them is the least stable? Correct choice: c.

---

a | A 2-piece molecular cluster, C4H6Cl2O overall. Source: OMol25; level of theory: ωB97M-V with the def2-TZVPD basis set.

```
13
C4H6Cl2O (ωB97M-V with the def2-TZVPD basis set)
C 0.8194 1.5303 -1.2563
C 0.8023 0.3141 -0.7722
C -2.9754 -0.3798 0.8423
C 0.9810 -1.3668 0.9668
O 0.5425 -0.0306 0.4899
Cl -3.4978 0.3021 -0.6249
Cl -2.1586 0.7146 1.7834
H 0.6030 2.4721 -0.7870
H 0.8514 1.7564 -2.3691
H 0.9081 -0.4674 -1.4826
H 0.7744 -1.2729 2.0557
H 1.9840 -1.4888 0.6126
H 0.3659 -2.0833 0.5413
```

For the orbital gap, the calculation gives 8.2 eV.

Atomic partial charges in e from the natural (NBO) method, atoms 1 to 6: number 1, C, carries -0.503; number 2, C, carries 0.131; number 3, C, carries -0.151; number 4, C, carries -0.241; number 5, O, carries -0.535; number 6, Cl, carries 0.049

---

b | A single C4H6Cl2O molecule. Source: OMol25; level of theory: ωB97M-V with the def2-TZVPD basis set.

```
13
C4H6Cl2O (ωB97M-V with the def2-TZVPD basis set)
C -0.1714 -0.1260 0.1300
C -1.5592 -0.1768 0.1124
C 0.6651 -1.3181 0.2101
C 0.5645 1.2296 0.2021
O 0.5132 1.8909 -1.0531
Cl -2.7864 0.9529 0.4020
Cl -2.3082 -1.6777 -0.3612
H 0.1236 -2.2113 0.3590
H 1.4601 -1.1241 0.8929
H 1.1472 -1.5316 -0.7990
H -0.0394 1.7955 1.0046
H 1.5209 0.9384 0.6472
H 0.8701 1.3581 -1.7470
```

For the orbital gap, the calculation gives 9.6 eV. Its structure (SMILES) is CC(CO)=C(Cl)Cl.

Atomic partial charges in e from the natural (NBO) method, atoms 1 to 6: number 1, C, carries -0.052; number 2, C, carries -0.101; number 3, C, carries -0.645; number 4, C, carries -0.091; number 5, O, carries -0.700; number 6, Cl, carries 0.075

---

Which of them is the least stable? Correct choice: a.

---

a | C4H6Cl2O as an isolated structure. Source: OMol25; level of theory: ωB97M-V with the def2-TZVPD basis set.

```
13
C4H6Cl2O (ωB97M-V with the def2-TZVPD basis set)
C -0.9693 0.4598 -0.0642
C 0.6249 -0.5696 -0.5124
C -1.8028 -0.2527 0.9923
C 1.8883 0.2863 -0.8440
O -0.5671 -0.3853 -1.2172
Cl 1.0083 -1.9509 0.4186
Cl 2.4183 1.1684 0.5348
H -0.9061 1.4979 -0.1712
H -1.3442 -0.0687 2.0164
H -1.9747 -1.2663 0.8445
H -2.7042 0.3080 0.9488
H 1.4925 0.9560 -1.7507
H 2.8362 -0.1831 -1.1956
```

For the orbital gap, the calculation gives 9.1 eV.

Atomic partial charges in e from the natural (NBO) method, atoms 1 to 6: number 1, C, carries 0.121; number 2, C, carries 0.179; number 3, C, carries -0.670; number 4, C, carries -0.483; number 5, O, carries -0.511; number 6, Cl, carries 0.024

---

b | A 2-piece molecular cluster, C4H6Cl2O overall. Source: OMol25; level of theory: ωB97M-V with the def2-TZVPD basis set.

```
13
C4H6Cl2O (ωB97M-V with the def2-TZVPD basis set)
C -0.8496 -0.2461 -0.0141
C 0.8315 1.3368 1.7807
C -0.6176 0.0352 -1.4645
C -0.1264 -1.0466 0.7699
O 0.9477 -1.7816 0.4096
Cl 2.3203 1.1181 1.0083
Cl 0.1060 2.7811 1.3101
H -0.0053 -0.7265 -1.9456
H -0.1254 1.0012 -1.5936
H -1.5722 0.0807 -1.9840
H -0.3761 -1.1949 1.8091
H -1.6830 0.2730 0.4370
H 1.1502 -1.6305 -0.5229
```

For the orbital gap, the calculation gives 7.9 eV.

Atomic partial charges in e from the natural (NBO) method, atoms 1 to 6: number 1, C, carries -0.309; number 2, C, carries -0.154; number 3, C, carries -0.651; number 4, C, carries 0.169; number 5, O, carries -0.671; number 6, Cl, carries 0.039

---

Which of them is the least stable? Correct choice: b.

---

a | A single C3H11N5 molecule. Source: OMol25; level of theory: ωB97M-V with the def2-TZVPD basis set.

```
19
C3H11N5 (ωB97M-V with the def2-TZVPD basis set)
C -1.7897 -0.4630 -0.4020
C 1.4109 -1.3163 1.0174
N -0.4694 -0.0026 -0.7993
N 0.2732 0.8302 1.2689
N 0.4710 -0.4489 1.8293
C 0.0947 1.0607 -0.0862
N -0.4119 0.1190 -2.2094
N 0.5035 2.0730 -0.7381
H 0.8781 1.5157 1.7075
H -0.4313 -0.9201 1.9004
H 0.5703 0.1480 -2.4729
H -0.8000 1.0289 -2.4795
H 1.0447 2.7341 -0.1936
H -2.5558 0.1113 -0.9365
H -1.8896 -1.5174 -0.6659
H -1.9392 -0.3263 0.6678
H 1.1897 -1.5508 -0.0349
H 2.3840 -0.8164 1.0649
H 1.4670 -2.2589 1.5622
```

For the orbital gap, the calculation gives 9.9 eV. Its structure (SMILES) is [H]/N=C(\NNC)N(C)N.

Atomic partial charges in e from the natural (NBO) method, atoms 1 to 6: number 1, C, carries -0.407; number 2, C, carries -0.444; number 3, N, carries -0.316; number 4, N, carries -0.489; number 5, N, carries -0.438; number 6, C, carries 0.553

---

b | A 2-piece molecular cluster, C3H11N5 overall. Source: OMol25; level of theory: ωB97M-V with the def2-TZVPD basis set.

```
19
C3H11N5 (ωB97M-V with the def2-TZVPD basis set)
C -0.4027 1.5684 -2.3943
C -1.1882 -0.0560 -0.7804
N -0.1641 0.5107 -1.6224
N 1.0258 -0.0429 -1.5065
N 1.2121 -1.1371 -0.7543
H 2.0818 -1.5837 -1.0252
H -1.3166 2.1051 -2.2746
H 1.7199 0.3093 -2.1659
H 0.3850 1.9648 -3.0039
H -1.0905 0.3075 0.2450
H -1.0369 -1.1387 -0.7679
H -2.1669 0.2019 -1.1741
N 1.0233 -0.3905 1.9076
C -0.1175 -0.6562 2.5756
N -0.5758 0.1403 3.4515
H 1.1637 -0.7981 0.9706
H 1.4070 0.5211 2.0820
H -1.3981 -0.1996 3.9405
H -0.5609 -1.6264 2.2967
```

For the orbital gap (spin up / spin down), the calculation gives 7.3 / 7.9 eV.

Atomic partial charges in e from the natural (NBO) method, atoms 1 to 6: number 1, C, carries -0.357; number 2, C, carries -0.440; number 3, N, carries -0.100; number 4, N, carries -0.125; number 5, N, carries -0.734; number 6, H, carries 0.341

---

Which of them is the least stable? Correct choice: b.

---

a | A 2-piece molecular cluster, C3H4ClN overall. Source: OMol25; level of theory: ωB97M-V with the def2-TZVPD basis set.

```
9
C3H4ClN (ωB97M-V with the def2-TZVPD basis set)
C -0.5805 0.9072 1.0657
C 0.7168 0.8407 0.7783
C -0.1522 -1.1681 -1.1942
N -1.7233 0.6733 1.0203
Cl -1.6520 -1.1683 -0.5005
H 1.1758 1.6882 0.2253
H 1.4267 0.1165 1.1362
H 0.7037 -1.4339 -0.5321
H 0.0851 -0.4555 -1.9991
```

For the orbital gap (spin up / spin down), the calculation gives 8.8 / 7.4 eV.

Atomic partial charges in e from the natural (NBO) method, atoms 1 to 6: number 1, C, carries 0.198; number 2, C, carries -0.479; number 3, C, carries -0.450; number 4, N, carries -0.332; number 5, Cl, carries 0.207; number 6, H, carries 0.229

---

b | A single C3H4ClN molecule. Source: OMol25; level of theory: ωB97M-V with the def2-TZVPD basis set.

```
9
C3H4ClN (ωB97M-V with the def2-TZVPD basis set)
C 1.1578 -1.0425 -0.1150
C -0.9612 0.1802 0.3114
C 0.3550 0.2053 -0.4687
N 1.8030 -1.9188 0.1816
Cl 1.1612 1.7556 0.0751
H -0.9190 -0.2439 1.3671
H -1.6262 -0.5325 -0.2276
H -1.2767 1.3089 0.3701
H 0.3061 0.2877 -1.4940
```

For the orbital gap, the calculation gives 12.1 eV. Its structure (SMILES) is C[C@@H](Cl)C#N.

Atomic partial charges in e from the natural (NBO) method, atoms 1 to 6: number 1, C, carries 0.253; number 2, C, carries -0.631; number 3, C, carries -0.240; number 4, N, carries -0.289; number 5, Cl, carries -0.046; number 6, H, carries 0.243

---

Which of them is the least stable? Correct choice: a.

---

a | C33H45BFN12O3STi as an isolated structure. Source: OMol25; level of theory: ωB97M-V with the def2-TZVPD basis set.

```
97
C33H45BFN12O3STi (ωB97M-V with the def2-TZVPD basis set)
Ti -1.4008 1.5766 0.8949
C -4.6330 1.4034 2.9772
C -3.3546 1.7907 3.6403
C -3.1683 1.9443 5.0168
C -1.8617 2.3563 5.1717
C -1.1263 2.7090 6.4208
N -1.3136 2.4246 3.9454
N -2.2229 2.0851 2.9957
B -0.0320 3.1587 3.5333
N 0.9806 2.1990 2.8602
N 0.7956 1.9447 1.5344
C 1.9905 1.6105 1.0412
C 2.2784 1.3808 -0.4044
C 2.9439 1.6124 2.0653
C 2.2659 2.0089 3.1996
C 2.7838 2.2592 4.5757
N -0.4037 4.2200 2.4968
N -1.1866 3.9159 1.4212
C -1.4626 5.0578 0.8092
C -2.2972 5.1301 -0.4146
C -0.8555 6.1233 1.4901
C -0.1964 5.5514 2.5558
C 0.6165 6.2020 3.6238
H -5.4412 1.4414 3.7059
H -4.8793 2.0791 2.1601
H -4.5761 0.3824 2.5907
H -3.9028 1.7991 5.7906
H -1.7342 2.4438 7.2838
H -0.1771 2.1783 6.4916
H -0.9113 3.7767 6.4681
H 0.4701 3.6475 4.4981
H 1.4581 1.7199 -1.0261
H 3.1652 1.9521 -0.6810
H 2.4895 0.3287 -0.6132
H 3.9971 1.4055 1.9756
H 3.7995 1.8773 4.6607
H 2.7977 3.3255 4.8041
H 2.1660 1.7704 5.3288
H -3.0263 4.3307 -0.4389
H -2.8197 6.0855 -0.4550
H -1.6908 5.0253 -1.3173
H -0.8959 7.1668 1.2292
H 0.7514 7.2550 3.3841
H 0.1291 6.1334 4.5974
H 1.6008 5.7417 3.7122
N -1.9998 -0.0982 1.7812
N -3.1976 1.5212 0.1288
C -4.2166 1.8113 -0.7408
N -5.4060 1.2142 -0.4007
S -4.1449 2.7041 -2.1257
H -1.7826 -0.9449 1.2706
H -1.7664 -0.2470 2.7548
H -3.5569 0.8784 0.8197
H -5.4395 0.4592 0.2633
H -6.1428 1.2785 -1.0809
F 1.7191 -4.5983 0.2966
C 1.3695 -3.7699 -0.7117
C 0.8437 -2.5452 -0.4409
C 0.4225 -1.7180 -1.4888
C -0.1320 -0.4094 -1.1462
O -0.2273 -0.0817 0.0585
C -0.4944 0.4117 -2.2449
C -0.3512 -0.0662 -3.5064
N 0.1151 -1.2960 -3.8410
C 0.1112 -1.5814 -5.2709
C 1.2174 -2.2364 -6.0327
C -0.1355 -2.9109 -5.9058
C 0.5415 -2.1450 -2.8228
C 1.1327 -3.3976 -3.0648
C 1.5435 -4.2156 -2.0303
N 2.1156 -5.4754 -2.3009
C 3.1869 -6.0266 -1.5104
C 4.2447 -6.6146 -2.4303
N 3.5904 -7.6303 -3.3355
C 2.4573 -7.0322 -4.1313
C 1.4628 -6.4340 -3.1512
C -0.8764 1.8678 -2.0757
O -1.1151 2.5367 -3.0553
O -0.8528 2.2821 -0.8507
H 0.7218 -2.1994 0.5776
H -0.6263 0.5936 -4.3196
H -0.3607 -0.7546 -5.7785
H 2.0562 -2.6378 -5.4845
H 1.4854 -1.7952 -6.9816
H -0.2360 -3.7868 -5.2843
H -0.7862 -2.9127 -6.7684
H 1.3171 -3.7431 -4.0662
H 2.8292 -6.8051 -0.8189
H 3.6534 -5.2551 -0.9037
H 5.0344 -7.1251 -1.8817
H 4.6740 -5.8525 -3.0785
H 3.2199 -8.3911 -2.7591
H 4.2824 -8.0460 -3.9598
H 2.0249 -7.8242 -4.7401
H 2.8971 -6.2674 -4.7695
H 1.0183 -7.2509 -2.5563
H 0.6493 -5.9679 -3.7033
```

The net charge is +1. For the orbital gap, the calculation gives 5.2 eV.

Atomic partial charges in e from the Löwdin method, atoms 1 to 6: number 1, Ti, carries 1.166; number 2, C, carries -0.036; number 3, C, carries -0.320; number 4, C, carries 0.024; number 5, C, carries -0.263; number 6, C, carries -0.016

---

b | C33H45BFN12O3STi as an isolated structure. Source: OMol25; level of theory: ωB97M-V with the def2-TZVPD basis set.

```
97
C33H45BFN12O3STi (ωB97M-V with the def2-TZVPD basis set)
Ti -0.5839 -1.9565 0.8820
C -3.3735 0.3977 1.4171
C -3.6613 -1.0135 1.0227
C -4.9042 -1.6183 0.8626
C -4.6427 -2.9208 0.4660
C -5.5997 -4.0273 0.1647
N -3.3181 -3.0680 0.3938
N -2.6952 -1.8985 0.7391
B -2.4965 -4.2733 -0.1387
N -1.6199 -4.8203 0.9933
N -0.8581 -3.9539 1.7431
C -0.1529 -4.7220 2.5893
C 0.8514 -4.2206 3.5718
C -0.4826 -6.0633 2.3913
C -1.4071 -6.0866 1.3675
C -2.0919 -7.2515 0.7288
N -1.5715 -3.7443 -1.2720
N -0.7711 -2.6510 -1.0478
C -0.2170 -2.3246 -2.2221
C 0.7070 -1.1657 -2.3843
C -0.6514 -3.2195 -3.1984
C -1.5147 -4.0948 -2.5600
C -2.2828 -5.2455 -3.1261
H -4.2609 1.0111 1.2671
H -3.0908 0.4523 2.4688
H -2.5535 0.8003 0.8268
H -5.8728 -1.1665 1.0189
H -6.6139 -3.7004 0.3855
H -5.5541 -4.3202 -0.8854
H -5.3811 -4.9103 0.7651
H -3.2282 -5.1158 -0.5705
H 0.4400 -3.4456 4.2140
H 1.1734 -5.0504 4.1985
H 1.7264 -3.8115 3.0664
H -0.0818 -6.9123 2.9244
H -1.7864 -8.1700 1.2263
H -3.1774 -7.1650 0.7980
H -1.8331 -7.3345 -0.3289
H 1.5425 -1.2222 -1.6856
H 1.1003 -1.1540 -3.4001
H 0.1881 -0.2234 -2.1999
H -0.3735 -3.2263 -4.2418
H -2.0383 -5.3614 -4.1796
H -2.0402 -6.1762 -2.6112
H -3.3591 -5.0901 -3.0363
N -0.0143 1.5016 2.8008
N -0.8063 1.3679 3.9322
C -1.2925 0.1666 4.2687
N -2.1458 0.1766 5.3141
S -0.9532 -1.2797 3.5009
H 0.8061 2.0528 2.9983
H -0.5241 1.8654 2.0053
H -1.2450 2.1814 4.3339
H -2.1123 0.9304 5.9819
H -2.4060 -0.7290 5.6682
F -1.1193 4.1022 -1.8897
C 0.0054 3.5545 -1.3591
C -0.1194 2.3431 -0.6918
C 1.0154 1.6857 -0.1757
C 0.9510 0.4205 0.4209
O -0.2067 -0.2260 0.4604
C 2.1819 -0.1968 0.8903
C 3.3401 0.4524 0.7584
N 3.4305 1.7229 0.2033
C 4.7023 2.2668 -0.1489
C 5.2476 3.4559 0.5927
C 5.8575 2.0952 0.7774
C 2.2763 2.3468 -0.3253
C 2.3481 3.5594 -0.9618
C 1.2016 4.1955 -1.5141
N 1.3812 5.4342 -2.2185
C 0.2964 6.4001 -2.2789
C 0.8983 7.7378 -2.7834
N 2.3866 7.6353 -2.6091
C 2.9536 6.6564 -3.5994
C 2.0848 5.3842 -3.4956
C 2.2601 -1.5961 1.3967
O 3.2035 -2.0330 2.0008
O 1.1955 -2.3503 1.0689
H -1.0930 1.8729 -0.6268
H 4.2573 -0.0140 1.0840
H 4.9187 2.2256 -1.2152
H 4.6511 3.8461 1.4089
H 5.7946 4.2009 0.0266
H 5.6827 1.5985 1.7237
H 6.8239 1.8880 0.3384
H 3.3052 4.0633 -1.0421
H -0.1235 6.5134 -1.2814
H -0.5122 6.1100 -2.9533
H 0.5349 8.5963 -2.2265
H 0.7148 7.9011 -3.8416
H 2.5229 7.1850 -1.6980
H 2.8545 8.5351 -2.6391
H 3.9904 6.4801 -3.3222
H 2.9189 7.1139 -4.5854
H 2.7079 4.4970 -3.5371
H 1.3836 5.3408 -4.3397
```

The net charge is +1. For the orbital gap (spin up / spin down), the calculation gives 3.9 / 3.9 eV.

Atomic partial charges in e from the Löwdin method, atoms 1 to 6: number 1, Ti, carries 0.940; number 2, C, carries -0.013; number 3, C, carries -0.303; number 4, C, carries 0.030; number 5, C, carries -0.256; number 6, C, carries -0.010

---

Which of them is the least stable? Correct choice: b.